[1]
This record from the OMol25 dataset describes C14H15NSeTi as an isolated structure. The level of theory is ωB97M-V with the def2-TZVPD basis set.

Kohn-Sham gap (spin up / spin down) = 6.36 / 6.36 eV
Total charge = 0
Highest occupied orbital energy (spin up / spin down) = -7.772 / -7.772 eV
2S+1 = 1

Each line ends with the Mulliken charge.
CARTESIAN COORDINATES (ANGSTROEM)
1 C -2.1353 0.0164 -1.2741  -0.604
2 C -0.9454 0.5559 -1.8924  -0.941
3 C -0.4961 1.6810 -1.1239  0.029
4 C -1.3780 1.8481 -0.0113  -0.427
5 C -2.3979 0.8290 -0.0904  -0.569
6 Ti -0.9231 -0.5801 0.5443  0.396
7 C 1.3745 -1.7137 -1.0881  -0.608
8 C 1.0908 -3.1114 -1.0801  0.308
9 C 0.2052 -4.0128 -0.4601  -0.653
10 N -2.1901 -0.9021 1.9790  -0.534
11 H 0.3162 2.3532 -1.3867  0.450
12 H -0.5574 0.2493 -2.8599  0.606
13 H -1.3563 2.6674 0.7029  0.541
14 H -3.2808 0.7790 0.5237  0.499
15 H -2.7927 -0.7393 -1.6940  0.522
16 H 1.2737 -1.0831 -2.0226  0.285
17 H -1.9029 -1.8410 1.7666  0.175
18 H 2.1167 -1.0154 -0.5157  0.304
19 H 0.3592 -5.0666 -0.7423  0.219
20 H -0.6606 -4.0376 0.2120  0.210
21 Se 0.3824 0.8588 2.3778  -0.103
22 C 1.9532 1.8294 1.9572  0.205
23 C 1.9264 3.0196 1.1965  -0.055
24 C 3.0952 3.7558 1.0215  -0.617
25 C 4.3018 3.3194 1.5882  -0.401
26 C 4.3362 2.1249 2.3234  -0.441
27 C 3.1810 1.3718 2.4909  -0.534
28 H 0.9807 3.3664 0.7802  0.306
29 H 3.0599 4.6761 0.4421  0.361
30 H 5.2108 3.9055 1.4572  0.356
31 H 5.2651 1.7779 2.7707  0.348
32 H 3.1921 0.4448 3.0632  0.367


[2]
This record from the OMol25 dataset describes a 2-piece molecular cluster, C14H16 overall. The level of theory is ωB97M-V with the def2-TZVPD basis set.

Kohn-Sham gap = 9.80 eV
SMILES = Cc1ccccc1.Cc1ccccc1
Total charge = 0
Highest occupied orbital energy = -8.881 eV
2S+1 = 1

Each line ends with the Mulliken charge.
CARTESIAN COORDINATES (ANGSTROEM)
1 C -1.3614 0.6261 3.2075  -1.338
2 C -2.1774 -0.4403 -0.2958  -0.710
3 C -1.5460 -0.4249 0.9474  0.045
4 C -2.6472 0.7249 -0.8738  -0.355
5 C -1.8369 0.6475 1.7920  0.653
6 C -2.7695 1.8555 -0.0845  -0.528
7 C -2.4481 1.7731 1.2589  -0.347
8 H -2.0682 -1.3486 -0.8927  0.344
9 H -0.7977 -1.1756 1.1528  0.227
10 H -2.9178 0.6883 -1.9138  0.391
11 H -3.1789 2.7833 -0.4632  0.372
12 H -0.2955 0.4773 3.3122  0.268
13 H -1.7874 -0.1882 3.8073  0.321
14 H -2.6562 2.6092 1.9196  0.310
15 H -1.6102 1.5132 3.7915  0.351
16 C 2.1478 -2.0830 1.0612  -1.338
17 C 2.0265 0.4232 -2.4657  -0.376
18 C 1.6340 -0.9166 -2.5218  -0.586
19 C 2.5330 0.9093 -1.2788  -0.523
20 C 1.5710 -1.6871 -1.3795  -0.242
21 C 2.5491 0.1002 -0.1357  -0.385
22 C 2.1640 -1.2248 -0.1902  0.680
23 H 1.9739 1.0021 -3.3767  0.405
24 H 1.1813 -1.2975 -3.4296  0.336
25 H 2.8345 1.9518 -1.2368  0.348
26 H 0.9811 -2.6016 -1.3371  0.391
27 H 2.9178 0.5926 0.7623  0.288
28 H 1.0935 -2.3184 1.2282  0.276
29 H 2.4655 -1.5463 1.9463  0.331
30 H 2.7136 -2.9851 0.8483  0.389


[3]
This record from the OMol25 dataset describes C14H16AsF6PPtS2Te2 as an isolated structure. The level of theory is ωB97M-V with the def2-TZVPD basis set.

Kohn-Sham gap (spin up / spin down) = 7.01 / 5.80 eV
Total charge = -1
⟨S²⟩ = 0.754
Highest occupied orbital energy (spin up / spin down) = -4.822 / -4.570 eV
2S+1 = 2

Each line ends with the Mulliken spin population.
CARTESIAN COORDINATES (ANGSTROEM)
1 Pt 1.6240 -2.0323 0.5312  0.005
2 C 4.3057 0.1522 1.4256  -0.002
3 Te 3.7711 -0.9592 -0.2924  0.004
4 C 5.2356 -2.4717 0.0484  0.034
5 H 4.3143 -0.5170 2.2817  0.000
6 H 3.5655 0.9395 1.5402  0.001
7 H 5.2844 0.5902 1.2440  0.001
8 H 6.2280 -2.0892 -0.1830  -0.002
9 H 4.9920 -3.3110 -0.5989  -0.011
10 H 5.1691 -2.7826 1.0880  -0.009
11 F 2.1114 2.5708 1.1443  0.000
12 As 2.7392 3.5431 -0.1655  0.000
13 F 4.1263 3.9271 0.8089  0.000
14 F 3.5873 2.1293 -0.7704  0.000
15 F 3.3796 4.4837 -1.4713  0.000
16 F 1.3585 3.1160 -1.1298  0.000
17 F 1.8923 4.9236 0.4539  0.000
18 S -0.5914 -2.2993 1.5618  0.037
19 P -1.0715 -0.8277 0.2920  -0.016
20 S 0.6314 -0.0212 -0.3846  -0.006
21 C -2.1302 0.4592 0.9908  -0.002
22 C -3.3791 0.1071 1.5038  0.002
23 C -4.2047 1.0819 2.0348  0.001
24 C -3.7844 2.4085 2.0561  0.000
25 C -2.5407 2.7560 1.5550  0.000
26 C -1.7042 1.7804 1.0232  0.003
27 C -2.0351 -1.4664 -1.1126  0.002
28 C -2.8341 -0.6073 -1.8626  0.001
29 C -3.5026 -1.0831 -2.9801  -0.001
30 C -3.3753 -2.4142 -3.3526  0.001
31 C -2.5768 -3.2705 -2.6079  0.000
32 C -1.9083 -2.8002 -1.4872  -0.002
33 H -3.6987 -0.9291 1.4867  0.000
34 H -5.1742 0.8113 2.4332  0.000
35 H -4.4313 3.1707 2.4727  0.000
36 H -2.2018 3.7832 1.5808  0.000
37 H -0.7232 2.0520 0.6488  0.000
38 H -2.9280 0.4337 -1.5786  0.001
39 H -4.1231 -0.4121 -3.5604  0.000
40 H -3.8987 -2.7835 -4.2256  0.000
41 H -2.4718 -4.3081 -2.8980  0.000
42 H -1.2827 -3.4606 -0.8992  0.002
43 Te 2.2564 -4.3731 1.3548  0.957


Here are the calculated calculated total energy numbers, same order: -3847.87604, -543.04670, -5171.45527 (hartree).
Here are the calculated max |F| numbers, same order: 6.5, 1.8, 0.9 (eV/Å).